Molecular formula: C48H68F21NO18
Method: DFT, wB97M-V/def2-TZVPD

As for the total energy: -5376.1963 hartree. As for the SMILES: COCCCC[C@@](N)(CCCC(=O)O)COCCc1ccccc1C.CCOC(=O)C(F)(F)F.CCOC(=O)C(F)(F)F.CCOC(=O)C(F)(F)F.CCOC(=O)C(F)(F)F.CCOC(=O)C(F)(F)F.CCOC(=O)C(F)(F)F.CCOC(=O)C(F)(F)F. Its HOMO-LUMO gap is 0.339 Eh. For the strongest force on any atom, the calculation gives 0.75 eV/Å. Its multiplicity is 1.

Last column: Mulliken charge in e.
CARTESIAN COORDINATES (ANGSTROEM)
C: 2.2350 0.1295 2.1445  -1.067
O: 2.0479 -0.5298 0.9104  0.212
C: 2.4665 0.2549 -0.2059  -1.145
C: 1.3433 1.1548 -0.7282  -0.387
C: 0.5760 0.6387 -1.9617  -0.460
C: 0.3482 -0.8649 -2.1313  -1.736
C: -0.8884 -1.4891 -1.4470  2.205
N: -2.0580 -1.0912 -2.2756  -0.733
C: -0.7560 -3.0167 -1.5461  -1.587
C: -1.8271 -3.8618 -0.8466  -0.421
C: -1.5500 -4.2550 0.6176  0.513
C: -0.1641 -4.7878 0.8334  -0.484
O: 0.7746 -4.0825 1.0702  -0.303
O: -0.0050 -6.1539 0.6808  -0.507
C: -1.0707 -0.9954 -0.0110  -1.570
O: -2.4064 -1.2439 0.4104  0.798
C: -2.6440 -0.7896 1.7233  -0.493
C: -4.0269 -1.2955 2.1754  -1.741
C: -5.0024 -1.2923 1.0202  0.737
C: -5.3249 -2.4986 0.4082  -0.598
C: -6.1977 -2.5535 -0.6671  -0.815
C: -6.7562 -1.3799 -1.1422  -0.621
C: -6.4303 -0.1667 -0.5603  -0.720
C: -5.5556 -0.1093 0.5235  1.334
C: -5.2163 1.2523 1.0839  -1.399
H: 2.0650 1.2077 2.0606  0.584
H: 1.5057 -0.2562 2.8580  0.194
H: 3.2507 -0.0468 2.5135  0.187
H: 3.2993 0.8895 0.1159  0.406
H: 2.8592 -0.4201 -0.9656  0.390
H: 1.7976 2.1006 -1.0057  0.783
H: 0.6858 1.3914 0.1103  0.228
H: -0.3825 1.1587 -2.0369  -0.436
H: 1.1458 0.9705 -2.8343  0.596
H: 0.1672 -1.0325 -3.1945  0.605
H: 1.2342 -1.4510 -1.8770  0.334
H: -2.3583 -0.1667 -1.9756  0.264
H: -2.8505 -1.6779 -2.0311  0.457
H: 0.2550 -3.2952 -1.2463  0.398
H: -0.8337 -3.2344 -2.6152  0.496
H: -2.7807 -3.3335 -0.8369  -0.401
H: -1.9717 -4.7818 -1.4153  0.785
H: -1.7305 -3.4284 1.3023  -0.276
H: -2.2632 -5.0416 0.8789  0.611
H: -0.0464 -6.5628 1.5534  0.347
H: -0.8925 0.0835 0.0604  0.166
H: -0.3687 -1.5061 0.6597  0.082
H: -2.6276 0.3083 1.7166  0.308
H: -1.8643 -1.1446 2.4086  0.434
H: -3.9145 -2.3106 2.5549  0.486
H: -4.3711 -0.6307 2.9681  0.398
H: -4.8779 -3.4165 0.7743  0.348
H: -6.4283 -3.5074 -1.1228  0.427
H: -7.4538 -1.4007 -1.9708  0.407
H: -6.8644 0.7511 -0.9390  0.509
H: -6.1003 1.8579 1.2734  0.683
H: -4.5768 1.2063 1.9576  0.145
H: -4.6420 1.7813 0.3154  0.016
C: -6.9071 5.1582 6.7951  -1.116
C: -6.8714 3.9961 5.8287  -0.213
O: -6.2313 4.3644 4.5856  -0.289
C: -4.9095 4.3705 4.5920  0.095
O: -4.1834 4.0996 5.5011  -0.514
C: -4.3925 4.7496 3.1907  0.976
F: -5.0360 5.8046 2.6870  -0.251
F: -4.5626 3.7274 2.3344  -0.111
F: -3.0946 5.0403 3.2267  -0.266
H: -7.3920 6.0200 6.3362  0.300
H: -7.4625 4.8784 7.6897  0.383
H: -5.9016 5.4537 7.0918  0.321
H: -7.8765 3.6941 5.5441  0.313
H: -6.3633 3.1312 6.2534  0.328
C: 3.4022 -3.4810 2.6793  -0.474
C: 3.2103 -3.2561 4.1589  -0.300
O: 3.9013 -4.2551 4.9508  -0.341
C: 5.1993 -4.0726 5.1167  0.352
O: 5.8711 -3.1788 4.6962  -0.517
C: 5.7673 -5.1933 6.0141  0.871
F: 5.3290 -6.4032 5.6419  -0.219
F: 5.3875 -4.9934 7.2845  -0.260
F: 7.0943 -5.2018 5.9727  -0.243
H: 3.0928 -4.4890 2.4055  0.290
H: 2.8076 -2.7726 2.1044  -0.088
H: 4.4491 -3.3617 2.3967  0.289
H: 2.1630 -3.3617 4.4355  0.310
H: 3.5389 -2.2633 4.4660  0.344
C: -2.3752 4.7517 -0.1945  -0.601
C: -2.4024 3.5837 -1.1521  0.740
O: -1.8105 3.9159 -2.4281  -0.386
C: -0.4894 3.8783 -2.4747  0.278
O: 0.2599 3.5987 -1.5871  -0.473
C: -0.0123 4.2071 -3.9037  0.948
F: -0.6415 5.2817 -4.3966  -0.264
F: -0.2569 3.1754 -4.7189  -0.271
F: 1.2952 4.4512 -3.9170  -0.264
H: -2.8602 5.6238 -0.6361  0.318
H: -2.8937 4.4901 0.7215  -0.304
H: -1.3531 5.0358 0.0550  0.365
H: -3.4271 3.2972 -1.3820  0.416
H: -1.8991 2.7094 -0.7360  -0.435
C: 2.2215 5.2786 -7.2720  -1.158
C: 2.2273 6.5278 -6.4200  -0.067
O: 3.5622 7.0606 -6.2742  -0.352
C: 4.0145 7.7791 -7.2887  0.300
O: 3.4419 8.0396 -8.3048  -0.514
C: 5.4304 8.3010 -6.9624  0.941
F: 6.2028 7.3334 -6.4602  -0.246
F: 5.3528 9.2859 -6.0569  -0.251
F: 6.0140 8.7806 -8.0544  -0.241
H: 2.9064 4.5361 -6.8615  0.301
H: 1.2183 4.8532 -7.2999  0.345
H: 2.5328 5.4973 -8.2927  0.408
H: 1.8985 6.3036 -5.4099  0.191
H: 1.5713 7.2975 -6.8252  0.327
C: 7.1267 -5.6200 -0.3549  -0.706
C: 8.2216 -4.5827 -0.2522  -0.369
O: 7.9834 -3.4622 -1.1372  -0.327
C: 7.0976 -2.5830 -0.6976  0.351
O: 6.4838 -2.6326 0.3262  -0.530
C: 6.9721 -1.4118 -1.6932  0.873
F: 6.8687 -1.8448 -2.9531  -0.265
F: 8.0532 -0.6258 -1.6084  -0.270
F: 5.8986 -0.6816 -1.4101  -0.175
H: 7.0157 -5.9555 -1.3866  0.332
H: 7.3748 -6.4714 0.2698  0.125
H: 6.1706 -5.2135 -0.0274  0.242
H: 9.1800 -4.9905 -0.5649  0.365
H: 8.3274 -4.2146 0.7677  0.323
C: -7.1946 6.5049 -4.1830  -1.196
C: -5.7750 6.6345 -3.6788  -0.001
O: -5.6700 7.6421 -2.6489  -0.336
C: -6.0426 7.2762 -1.4324  0.402
O: -6.4566 6.2009 -1.1121  -0.518
C: -5.8300 8.4504 -0.4551  0.897
F: -6.2872 9.5930 -0.9762  -0.256
F: -4.5216 8.6076 -0.2062  -0.257
F: -6.4475 8.2450 0.7018  -0.242
H: -7.5646 7.4700 -4.5297  0.307
H: -7.2299 5.7979 -5.0112  0.394
H: -7.8599 6.1497 -3.3973  0.323
H: -5.1104 6.9761 -4.4688  0.346
H: -5.3920 5.6880 -3.2985  0.155
C: 4.3313 -9.7960 4.3940  -1.107
C: 4.3279 -10.7423 3.2144  -0.242
O: 4.8862 -10.1214 2.0358  -0.316
C: 6.2071 -10.0902 1.9667  0.247
O: 6.9869 -10.5261 2.7596  -0.511
C: 6.6361 -9.4146 0.6472  1.028
F: 5.9433 -8.2898 0.4372  -0.229
F: 6.4218 -10.2378 -0.3859  -0.269
F: 7.9298 -9.1091 0.6762  -0.253
H: 3.8081 -8.8719 4.1466  0.275
H: 3.8350 -10.2634 5.2441  0.428
H: 5.3469 -9.5355 4.6893  0.320
H: 3.3117 -11.0096 2.9338  0.321
H: 4.8713 -11.6614 3.4307  0.327